47
Properties=species:S:1:pos:R:3:mulliken_charge:R:1 method="wB97M-V/def2-TZVPD" lumo_energy_ev=-2.848 charge=+1 orbital_gap_ev=8.4
C -6.56177 -0.60772 0.32671 -1.475
C -5.00315 -0.31714 0.09761 0.858
C -4.08886 -1.21969 -0.24162 -0.166
C -2.85688 -1.03047 -0.39584 0.380
C -2.39767 0.11650 -0.36280 -0.198
C -3.39881 1.20138 0.17604 0.084
C -4.77660 0.86318 0.43952 -0.395
H -5.39698 1.80074 0.40725 0.305
Cl -2.83963 2.93104 0.28480 -0.178
O -1.03745 0.49447 -0.35376 -0.027
C -0.77943 1.43097 -1.52574 -1.358
H -1.62705 2.00535 -1.94880 0.721
C 0.57320 1.85540 -1.43174 -0.256
H 0.47353 2.73432 -0.37125 0.187
H 0.69119 2.69312 -2.30207 0.240
O 1.56561 1.11307 -1.07657 -0.311
C 2.93226 1.61421 -1.05422 -0.142
H 2.99372 2.42527 -1.85873 0.439
C 4.12373 0.83480 -1.24826 -1.298
N 3.98877 -0.30190 -0.10329 0.034
C 3.29246 -1.58358 -0.62288 -0.747
C 1.75915 -1.51443 0.09111 0.295
N 1.81825 -1.22025 1.44861 -0.021
H 2.33275 -1.99800 2.03487 0.499
C 0.44801 -1.23536 1.66703 -1.390
H 0.51899 -1.17214 2.96673 0.376
H 0.04557 -2.58022 1.72911 0.286
H -0.12250 -0.50941 1.35269 0.689
C 2.35909 -0.05098 1.77564 -0.209
C 3.93164 -0.05524 1.24246 -1.050
H 4.35575 1.07153 1.30288 0.356
H 4.43270 -0.78084 1.62678 0.587
H 2.42981 0.23215 2.75539 0.572
H 1.82549 0.59843 1.10468 0.154
H 1.39114 -2.64600 -0.26359 0.291
H 1.35105 -0.62785 -0.53671 -0.107
H 3.39497 -1.74360 -1.77894 0.328
H 3.88847 -2.37664 0.21835 0.210
H 3.98440 0.31844 -2.15876 0.365
H 4.84914 1.39816 -0.98169 0.544
H 3.04075 2.27803 -0.01172 0.242
H -0.68713 0.56903 -2.10128 0.426
Br -1.75816 -2.39839 -0.76565 -0.132
H -4.63072 -2.46927 -0.32059 -0.029
H -7.25158 -0.20681 -0.71717 0.256
H -6.62875 -1.73852 0.34353 0.327
H -6.94842 -0.19512 1.14186 0.439